Entry 1:
Density functional theory data (ωB97M-V/def2-TZVPD) for a molecular structure, C20H36Br6Fe2O12 at a distorted geometry.

```
! wB97M-V def2-TZVPD RIJCOSX def2/J DEFGRID3
* xyz 0 9
Fe 0.63 2.14 1.65
Fe 1.02 1.57 -1.68
C 0.29 -0.11 0.04
O 0.80 0.16 1.17
O 1.09 -0.30 -0.95
O -0.45 0.91 -0.33
C 3.18 2.85 0.88
O 2.81 2.65 2.12
O 3.43 4.08 0.68
O 2.10 2.50 0.15
O -0.52 1.48 3.26
C -1.60 1.43 3.85
O -1.79 1.99 5.01
C -0.84 2.84 5.64
C -1.55 3.48 6.89
C -2.75 0.53 3.45
H -0.42 3.53 4.91
H 0.01 2.27 6.00
H -1.52 2.71 7.66
H -2.54 3.82 6.60
H -0.98 4.33 7.28
H -3.54 0.64 4.19
H -2.53 -0.53 3.33
H -3.18 0.72 2.47
O -0.17 0.72 -3.38
C -0.68 0.55 -4.49
O -1.00 1.47 -5.37
C -0.55 2.82 -5.15
C -0.95 3.72 -6.28
C -0.91 -0.82 -5.01
H 0.54 2.76 -5.28
H -0.78 3.22 -4.16
H -2.03 3.87 -6.31
H -0.65 3.21 -7.20
H -0.43 4.67 -6.26
H -1.68 -1.34 -4.44
H 0.04 -1.33 -4.90
H -1.14 -0.83 -6.07
O -1.12 -4.95 -2.18
C -0.34 -4.03 -2.08
O 0.72 -3.93 -1.30
C 1.09 -5.05 -0.51
C 1.88 -6.16 -1.22
C -0.61 -2.73 -2.82
H 0.25 -5.55 -0.02
H 1.64 -4.71 0.36
H 1.95 -7.15 -0.78
H 2.90 -5.90 -1.49
H 1.35 -6.27 -2.17
H -0.03 -2.61 -3.73
H -0.51 -1.89 -2.13
H -1.64 -2.81 -3.18
Br 0.79 -0.22 5.58
C 1.15 -1.20 3.99
C 1.28 -2.69 4.27
Br 0.83 -3.72 2.65
H 2.11 -0.89 3.59
H 0.39 -0.93 3.25
H 0.54 -3.09 4.97
H 2.23 -3.05 4.65
Br -3.66 3.17 -3.07
C -2.88 2.18 -1.55
C -3.85 2.16 -0.41
Br -4.03 3.90 0.51
H -2.04 2.80 -1.23
H -2.50 1.21 -1.84
H -3.59 1.50 0.42
H -4.89 1.92 -0.62
Br 4.50 -3.07 -0.77
C 3.68 -1.23 -0.91
C 3.51 -0.56 0.39
Br 5.23 -0.06 1.26
H 2.82 -1.47 -1.53
H 4.19 -0.60 -1.64
H 2.93 -1.06 1.16
H 2.95 0.35 0.18
*
```

Output
Energy above the lowest of the compared OMol25 structures with the same formula, charge and spin: 0.181 eV
<S²>: 20.02
E_HOMO (spin up / spin down): -7.6 / -7.5 eV
Largest force on an atom: 11.17 eV Å⁻¹
Gap between HOMO and LUMO (spin up / spin down): 6.451 / 6.043 eV

***

Entry 2:
Density functional theory data (ωB97M-V/def2-TZVPD) for a molecular structure, C24H39O2P2RhS at a distorted geometry.

```
! wB97M-V def2-TZVPD RIJCOSX def2/J DEFGRID3
* xyz 2 5
Rh 0.16 0.49 0.22
C 0.75 3.64 -1.42
P 1.07 1.85 -1.61
C 0.75 1.53 -3.37
C 2.88 1.69 -1.49
C 3.70 2.54 -2.24
C 5.07 2.41 -2.20
C 5.65 1.42 -1.41
C 4.85 0.57 -0.66
C 3.47 0.71 -0.69
P 2.42 -0.44 0.27
C 3.28 -0.61 1.88
C 2.72 -2.03 -0.57
H 1.19 4.18 -2.26
H 1.18 3.99 -0.48
H -0.32 3.81 -1.40
H 1.50 2.03 -3.97
H -0.24 1.90 -3.64
H 0.79 0.45 -3.57
H 3.26 3.31 -2.87
H 5.70 3.08 -2.77
H 6.73 1.31 -1.38
H 5.32 -0.20 -0.06
H 4.25 -1.07 1.74
H 2.68 -1.23 2.54
H 3.41 0.38 2.32
H 3.77 -2.11 -0.81
H 2.14 -2.06 -1.50
H 2.42 -2.86 0.07
C 0.03 2.98 3.98
S -0.03 1.58 2.85
C -1.74 1.10 3.18
O -0.04 2.23 1.47
H -0.78 3.67 3.73
H 0.99 3.48 3.86
H -0.07 2.62 5.01
H -1.79 0.66 4.17
H -2.02 0.35 2.44
H -2.39 1.97 3.11
C -2.84 0.56 -2.46
C -3.59 0.43 -1.13
C -3.15 1.49 -0.12
C -3.55 -0.97 -0.56
C -4.71 -1.69 -0.50
C -4.75 -2.99 0.01
C -3.59 -3.58 0.52
C -2.38 -2.94 0.48
C -1.16 -3.62 1.06
C -0.21 -4.08 -0.05
C -0.44 -2.79 2.13
C -2.31 -1.61 -0.13
O -1.17 -1.06 -0.28
H -3.05 1.53 -2.91
H -3.16 -0.20 -3.17
H -1.77 0.46 -2.31
H -4.65 0.63 -1.35
H -2.06 1.48 0.02
H -3.63 1.34 0.85
H -3.41 2.49 -0.48
H -5.63 -1.24 -0.86
H -5.68 -3.54 0.02
H -3.64 -4.57 0.95
H -1.53 -4.52 1.57
H 0.17 -3.22 -0.60
H -0.72 -4.74 -0.75
H 0.63 -4.62 0.38
H 0.04 -1.91 1.70
H 0.34 -3.39 2.60
H -1.13 -2.47 2.91
*
```

Output
Energy above the lowest of the compared OMol25 structures with the same formula, charge and spin: 0.511 eV
<S²>: 6.03
E_HOMO (spin up / spin down): -13.6 / -14.9 eV
Largest force on an atom: 1.54 eV Å⁻¹
Gap between HOMO and LUMO (spin up / spin down): 8.852 / 6.815 eV

***

Entry 3:
Density functional theory data (ωB97M-V/def2-TZVPD) for a gas-phase ion, C3H10NO3 (charge +1) at a distorted geometry.

```
! wB97M-V def2-TZVPD RIJCOSX def2/J DEFGRID3
* xyz 1 1
C -0.76 -1.20 -2.08
C 0.00 -0.18 -1.26
O -0.42 -0.48 0.13
C -0.17 0.45 1.06
N 1.49 0.32 1.49
O -0.17 1.80 0.69
O -0.95 0.38 2.18
H -0.94 -2.19 -1.49
H -1.70 -0.93 -2.44
H -0.27 -1.37 -3.01
H -0.29 0.88 -1.67
H 1.01 -0.31 -1.48
H 1.75 -0.57 1.03
H 1.90 1.15 1.10
H 1.62 0.48 2.52
H -0.96 2.30 0.79
H -1.12 -0.53 2.44
*
```

Output
Energy above the lowest of the compared OMol25 structures with the same formula, charge and spin: 2.309 eV
E_HOMO: -15.5 eV
Largest force on an atom: 3.78 eV Å⁻¹
SMILES: CCOC([NH3+])(O)O
Gap between HOMO and LUMO: 12.089 eV

***

Entry 4:
Density functional theory data (ωB97M-V/def2-TZVPD) for a molecular structure, C3HCaFO2 at a distorted geometry.

```
! wB97M-V def2-TZVPD RIJCOSX def2/J DEFGRID3
* xyz 1 2
F -1.17 0.55 0.86
O 0.09 -1.25 -0.38
O 1.73 0.08 0.39
C -0.87 -0.58 -1.04
C -1.83 0.16 -0.59
C 0.76 -0.64 0.61
H -2.41 0.96 -1.03
Ca 3.70 0.72 1.18
*
```

Output
<S²>: 0.86
E_HOMO (spin up / spin down): -10.3 / -11.5 eV
Largest force on an atom: 3.77 eV Å⁻¹
Gap between HOMO and LUMO (spin up / spin down): 3.936 / 5.131 eV

***

Number 1: molar mass 1059.61 g/mol. Number 2: molar mass 556.50 g/mol. Number 3: molar mass 108.12 g/mol. Number 4: molar mass 128.12 g/mol.